{
  "formula": "C40H40GeN4P2Pd",
  "method": "wB97M-V/def2-TZVPD",
  "total_energy_ha": -4654.09461,
  "gap_ev": [7.9661, 5.3150],
  "max_force_ha_per_bohr": 0.020,
  "homo_energy_ev": [-12.681, -13.962],
  "spin_multiplicity": 5,
  "total_charge": 2,
  "symbols": ["Pd", "C", "N", "C", "P", "C", "C", "C", "C", "C", "C", "C", "C", "C", "C", "C", "C", "C", "C", "C", "C", "C", "C", "P", "C", "C", "C", "C", "C", "C", "C", "C", "C", "C", "C", "C", "H", "H", "H", "H", "H", "H", "H", "H", "H", "H", "H", "H", "H", "H", "H", "H", "H", "H", "H", "H", "H", "H", "H", "H", "H", "H", "H", "H", "H", "C", "Ge", "C", "C", "C", "H", "H", "H", "H", "H", "H", "H", "H", "H", "H", "H", "N", "C", "C", "C", "N", "C", "N"],
  "coordinates": [[-1.21160, 0.41445, 0.13928], [1.67824, -1.20610, -1.47614], [2.24541, -1.18393, -0.14445], [1.47810, -1.76972, 0.90484], [0.34786, -0.50709, 1.76284], [1.51004, 0.62041, 2.57123], [2.65932, 0.18396, 3.23059], [3.47326, 1.10311, 3.87108], [3.13575, 2.45113, 3.88093], [1.97880, 2.88535, 3.25161], [1.17155, 1.97233, 2.59005], [-0.31714, -1.53357, 3.09437], [-0.81150, -2.81395, 2.83743], [-1.34620, -3.56590, 3.86972], [-1.41725, -3.03759, 5.15199], [-0.96066, -1.75152, 5.40310], [-0.41226, -0.99607, 4.37946], [3.58339, -0.87378, 0.04777], [4.38508, -1.68077, 0.88034], [5.73137, -1.42141, 0.99486], [6.30191, -0.34111, 0.32258], [5.50755, 0.48009, -0.47692], [4.16743, 0.21190, -0.62855], [-0.04488, -0.44322, -1.73029], [0.25624, 0.79066, -3.01469], [-0.52902, 0.87379, -4.16243], [-0.29560, 1.89068, -5.07707], [0.70269, 2.82657, -4.85181], [1.47087, 2.76027, -3.69493], [1.23765, 1.75225, -2.77690], [-0.91732, -1.82794, -2.49895], [-2.00887, -2.37658, -1.82730], [-2.68651, -3.45595, -2.37288], [-2.27133, -3.98726, -3.58585], [-1.17564, -3.45116, -4.25073], [-0.49408, -2.37171, -3.71421], [1.53971, -2.25464, -1.76136], [2.36625, -0.74698, -2.18161], [2.11675, -2.16825, 1.69023], [0.83196, -2.55811, 0.51816], [2.90776, -0.87014, 3.26851], [4.36837, 0.76975, 4.37968], [3.76843, 3.16059, 4.39720], [1.70326, 3.93204, 3.29128], [0.25100, 2.28626, 2.11422], [-0.78547, -3.22483, 1.83424], [-1.71081, -4.56581, 3.67609], [-1.83285, -3.62986, 5.95592], [-1.02902, -1.33593, 6.39942], [-0.05640, 0.00735, 4.57523], [3.96790, -2.55281, 1.36647], [6.35087, -2.07840, 1.58978], [7.36095, -0.14428, 0.41904], [5.93886, 1.33635, -0.97672], [3.55963, 0.87495, -1.22440], [-1.31605, 0.15309, -4.34070], [-0.90013, 1.95174, -5.97212], [0.88299, 3.61160, -5.57372], [2.24808, 3.49173, -3.51082], [1.80880, 1.71042, -1.85793], [-2.31631, -1.94559, -0.88074], [-3.53609, -3.88898, -1.86154], [-2.80137, -4.82842, -4.01217], [-0.84781, -3.88277, -5.18723], [0.35233, -1.94508, -4.24026], [-5.34777, 2.04739, 0.53312], [-4.56867, 0.39574, -0.20244], [-5.91457, -1.03014, -0.41946], [-3.78548, 0.72966, -2.00897], [-3.15830, -0.15985, 1.06959], [-6.12347, 2.42086, -0.13399], [-4.58230, 2.81491, 0.64911], [-5.79565, 1.84936, 1.50635], [-6.81436, -0.58541, -0.84386], [-6.17053, -1.48535, 0.53604], [-5.55381, -1.80105, -1.09973], [-4.41709, 1.43457, -2.55072], [-3.74151, -0.19795, -2.57941], [-2.78538, 1.15788, -1.94739], [-3.09117, -1.21882, 1.31142], [-3.07093, 0.45284, 1.97210], [-1.05956, 2.60599, -0.43875], [-0.34071, 3.50022, -0.28742], [0.51313, 4.59152, -0.09689], [0.00564, 5.85563, 0.24565], [-0.42718, 6.88866, 0.52664], [1.89772, 4.35491, -0.22649], [3.01775, 4.09281, -0.30865]],
  "atomic_forces_ev_per_a": [[0.9139, -0.2451, 0.4415], [-0.4374, 0.4909, -0.2489], [0.6240, -0.1013, -0.0109], [-0.3164, -0.0589, 0.5059], [-0.2637, 0.0822, -0.4350], [-0.1021, -0.0596, -0.1060], [-0.0351, 0.0618, -0.0238], [0.0925, -0.0521, 0.0218], [-0.0262, 0.0150, -0.0069], [0.0001, 0.0758, 0.0196], [0.0728, -0.1029, 0.0066], [-0.0119, 0.0548, 0.0139], [0.0467, 0.1097, -0.0278], [-0.0432, -0.0591, -0.0076], [0.0201, 0.0133, 0.0141], [-0.0560, -0.0152, 0.0371], [0.0576, -0.0552, -0.1175], [-0.3527, -0.0703, -0.0310], [0.0949, -0.0840, 0.2238], [-0.0189, -0.0529, 0.0348], [-0.0437, -0.0191, 0.0279], [-0.0537, 0.0727, -0.0186], [0.1131, 0.1306, -0.1931], [-0.3944, -0.3272, 0.1462], [-0.0306, -0.0150, 0.0718], [0.0330, -0.0388, 0.1035], [-0.0539, 0.0480, -0.0625], [0.0145, -0.0044, 0.0179], [0.0386, 0.0566, 0.0348], [-0.0188, -0.0445, -0.0493], [0.0526, 0.0947, 0.0546], [0.0815, 0.0480, -0.0116], [-0.0132, -0.0812, -0.0724], [-0.0289, -0.0099, 0.0731], [0.1118, -0.0315, -0.0939], [-0.0779, -0.0250, 0.0897], [0.1072, -0.0155, 0.0710], [0.0445, -0.0285, 0.0410], [-0.0548, -0.0383, -0.1007], [0.0323, 0.0014, -0.0364], [0.0195, 0.0240, 0.0413], [-0.0139, -0.0102, 0.0097], [0.0035, -0.0016, -0.0078], [0.0032, -0.0225, -0.0069], [-0.0238, 0.0776, -0.0273], [-0.0235, -0.0518, 0.0197], [-0.0065, 0.0072, -0.0095], [-0.0059, 0.0039, -0.0022], [0.0000, -0.0016, -0.0028], [0.0269, -0.0197, 0.0623], [0.0698, 0.0188, -0.0476], [-0.0004, 0.0138, 0.0093], [-0.0012, 0.0084, -0.0028], [0.0056, -0.0030, 0.0072], [-0.0392, -0.0155, -0.0706], [-0.0003, 0.0050, -0.0260], [0.0039, -0.0056, 0.0035], [-0.0093, -0.0079, -0.0067], [-0.0138, -0.0036, -0.0127], [0.0933, 0.0888, 0.0674], [-0.0646, -0.0244, -0.0129], [0.0023, 0.0436, 0.0352], [0.0099, 0.0029, -0.0144], [-0.0265, 0.0288, -0.0112], [-0.0055, -0.0277, -0.0394], [0.1804, -0.3316, -0.1129], [-0.1278, 0.1626, -0.4586], [0.3064, 0.2398, 0.1823], [-0.2072, -0.0300, 0.3870], [-0.4699, -0.3558, -0.2317], [0.0105, 0.0195, -0.0096], [-0.0133, 0.0212, -0.0118], [-0.0010, 0.0109, 0.0035], [-0.0095, -0.0215, -0.0192], [-0.0287, -0.0059, -0.0084], [0.0118, -0.0083, 0.0065], [-0.0179, -0.0008, 0.0146], [0.0146, -0.0270, 0.0227], [0.0350, 0.0696, -0.0601], [0.0124, 0.0174, 0.0796], [0.2151, 0.0151, -0.0155], [0.3743, 0.6091, 0.0511], [-0.7908, -0.4159, -0.1570], [0.3087, 0.2658, 0.0294], [-0.0329, -0.0277, -0.0280], [0.0163, -0.0056, 0.0146], [0.0822, 0.0040, 0.0422], [0.0099, -0.0531, -0.0722]],
  "lowdin_spin": [0.821, 0.060, 0.375, 0.055, 0.147, 0.028, 0.007, 0.002, 0.001, 0.001, 0.005, 0.017, 0.007, 0.000, 0.011, -0.001, 0.012, 0.070, 0.096, 0.000, 0.141, 0.002, 0.091, 0.141, 0.020, 0.015, -0.001, 0.015, -0.001, 0.012, 0.021, 0.008, 0.000, 0.000, 0.001, 0.005, 0.023, 0.003, 0.009, 0.007, 0.001, 0.000, 0.000, 0.000, 0.002, 0.001, 0.000, 0.001, 0.000, 0.000, 0.003, -0.002, 0.006, -0.002, 0.003, 0.001, 0.000, 0.001, 0.000, 0.001, 0.006, 0.000, 0.000, 0.000, 0.000, 0.009, 0.059, 0.021, 0.027, 0.543, 0.001, 0.000, 0.000, 0.003, 0.000, 0.000, 0.002, 0.000, 0.007, 0.029, 0.047, 0.198, 0.032, 0.316, 0.027, 0.216, 0.027, 0.186]
}

{
  "formula": "C40H40N2OPPb",
  "method": "wB97M-V/def2-TZVPD",
  "total_energy_ha": -2266.79957,
  "gap_ev": [5.9136, 6.3773],
  "max_force_ha_per_bohr": 0.066,
  "homo_energy_ev": [-10.098, -10.069],
  "relative_energy_kj_mol": 151.01,
  "total_charge": 1,
  "symbols": ["C", "C", "C", "H", "C", "C", "H", "C", "C", "C", "H", "C", "C", "H", "H", "H", "H", "H", "H", "Pb", "C", "C", "C", "H", "H", "H", "H", "H", "H", "C", "C", "H", "H", "O", "N", "C", "H", "C", "C", "H", "C", "H", "C", "H", "C", "H", "C", "H", "H", "H", "N", "P", "C", "C", "C", "C", "C", "C", "C", "C", "C", "C", "C", "C", "C", "C", "C", "C", "C", "C", "H", "H", "H", "H", "H", "H", "H", "H", "H", "H", "H", "H", "H", "H", "H"],
  "coordinates": [[-0.50933, 1.21009, -1.70144], [-0.36008, 2.54509, -1.26677], [1.03069, 2.83711, -1.23945], [-1.15306, 3.23556, -1.01082], [1.74318, 1.67919, -1.62573], [0.78625, 0.67364, -1.94498], [2.83034, 1.57734, -1.71423], [-2.11778, 0.13537, 2.03205], [-2.50025, 1.34938, 1.39317], [-1.65211, 2.38033, 1.84937], [-3.29966, 1.48028, 0.66980], [-0.70220, 1.79117, 2.73289], [-1.02930, 0.40037, 2.89398], [1.47114, 3.79823, -0.98759], [1.00758, -0.29018, -2.40626], [-1.44578, 0.66686, -1.80950], [-0.51692, -0.30128, 3.54579], [-1.66397, 3.43934, 1.58343], [-2.57343, -0.83239, 1.88215], [1.64614, -1.49796, -0.03285], [0.67758, 2.33320, 2.95321], [1.23026, 1.83641, 4.28935], [0.73674, 3.86441, 2.93238], [0.44444, 1.99519, 5.04833], [2.10726, 2.42039, 4.60889], [1.49031, 0.76902, 4.28946], [-0.00538, 4.29688, 3.61347], [0.56114, 4.25760, 1.92434], [1.74243, 4.18576, 3.23790], [1.41164, 1.84910, 1.65561], [2.72196, 1.18238, 1.67274], [1.53817, 2.73937, 1.03728], [0.75293, 1.19372, 1.07673], [2.81020, -0.04498, 1.34230], [3.80450, 1.96637, 1.98419], [4.69373, 2.39689, 0.84331], [4.34988, 1.56439, 2.73027], [4.23316, 3.64894, 0.13716], [4.54378, 3.75923, -1.22638], [5.09167, 2.93368, -1.69123], [4.20938, 4.89813, -1.96220], [4.47018, 4.93072, -3.02171], [3.59210, 5.98025, -1.32934], [3.38043, 6.88965, -1.89185], [3.27682, 5.89295, 0.03029], [2.81872, 6.74855, 0.53440], [3.59489, 4.73428, 0.76776], [3.40154, 4.71320, 1.84716], [4.81461, 1.59284, 0.09586], [5.69279, 2.55957, 1.26482], [-0.51436, -1.35107, -0.58033], [-1.46016, -2.59491, -0.97182], [-0.49463, -4.10255, -0.66770], [-0.06942, -4.91655, -1.72568], [0.80929, -5.97224, -1.48056], [1.34048, -6.17161, -0.20623], [1.04785, -5.26071, 0.81177], [0.13907, -4.22663, 0.58558], [-2.98036, -2.67120, 0.00828], [-3.21092, -3.66791, 0.96255], [-4.38552, -3.65676, 1.72558], [-5.34529, -2.66154, 1.53098], [-5.14292, -1.69127, 0.54463], [-3.97855, -1.70847, -0.22753], [-2.18830, -2.80601, -2.63333], [-1.89116, -1.92273, -3.68138], [-2.50913, -2.08044, -4.92397], [-3.40771, -3.12079, -5.15681], [-3.70155, -4.00936, -4.11585], [-3.10261, -3.85595, -2.86780], [-0.43278, -4.70232, -2.73234], [1.05848, -6.65670, -2.29205], [1.94576, -7.04590, 0.00109], [1.50109, -5.37310, 1.79784], [-0.08343, -3.49909, 1.37666], [-2.48743, -4.47675, 1.08093], [-4.55338, -4.44565, 2.46326], [-6.27156, -2.66719, 2.10653], [-5.90835, -0.94122, 0.34351], [-3.83083, -0.97125, -1.01634], [-1.18293, -1.10974, -3.50624], [-2.27011, -1.38697, -5.72583], [-3.86415, -3.25611, -6.13370], [-4.40000, -4.83149, -4.27469], [-3.35377, -4.55349, -2.05656]],
  "atomic_forces_ev_per_a": [[-1.3055, 1.7381, 0.6310], [0.2925, -0.6699, -0.3707], [-1.3345, 0.5662, 0.0832], [0.1059, -0.1677, -0.0621], [-0.1709, -2.6215, -0.8370], [3.1291, 0.8596, -0.0245], [-0.5493, 0.1276, -0.0680], [1.9611, -0.7485, 2.0171], [0.6948, 2.5958, 0.0865], [-1.1150, -0.6163, -0.5727], [0.1157, -0.1215, 0.1766], [-0.1253, -0.3174, -0.5282], [-1.4705, -0.5606, -1.0082], [-0.0239, -0.1570, -0.0644], [-0.1508, 0.4749, 0.0021], [0.3650, 0.2600, -0.0418], [-0.1445, 0.0897, -0.2329], [-0.0937, -0.5250, -0.0663], [-0.0215, 0.0905, 0.0385], [-2.0227, -0.8140, -1.4076], [0.1832, 0.3657, 0.2424], [0.0713, -0.0274, 0.4190], [-0.1008, 0.2302, 0.1838], [0.3931, -0.1388, -0.1859], [-0.1897, -0.2653, -0.1994], [-0.1007, 0.2231, -0.0190], [0.2091, -0.0227, -0.0461], [-0.1211, -0.0134, 0.2319], [-0.3181, -0.0207, -0.0415], [-0.4470, -0.3927, -0.9547], [-0.8672, -2.2202, -0.7338], [0.2298, -0.0367, 0.0188], [-0.1446, 0.0912, 0.1454], [0.5886, 2.9293, 1.6063], [1.3599, 0.8061, 0.0597], [-0.2315, -0.2025, 0.3315], [0.3032, -0.3901, -0.0525], [-0.2396, 0.7321, -0.3618], [-0.1344, 0.0521, 0.2187], [-0.2707, 0.2749, -0.0476], [0.2127, -0.1542, 0.1924], [-0.1140, 0.1169, 0.3269], [-0.0234, -0.2811, 0.0868], [-0.0326, -0.2583, 0.1757], [0.2597, -0.3509, 0.1419], [0.1353, -0.3493, -0.1487], [0.2077, 0.1112, -0.2265], [0.0141, -0.1063, -0.5329], [-0.1415, 0.1277, 0.3297], [-0.2765, -0.0143, 0.1013], [-0.1385, -1.1020, -0.2693], [1.0523, 0.9083, 0.9227], [0.7115, -0.0092, -0.2388], [-0.2797, 0.0366, 0.3502], [0.0419, -0.1167, 0.0157], [-0.3755, 0.1816, -0.1444], [-0.1493, 0.0375, 0.1136], [-0.0330, -0.2299, -0.0938], [-0.5504, -0.2020, 0.2347], [-0.1279, 0.1334, 0.0162], [0.0261, -0.0047, -0.0355], [0.2043, -0.1180, -0.1857], [0.2314, -0.1054, -0.2763], [0.0472, -0.1113, 0.3667], [0.0675, 0.2259, -0.6657], [-0.1312, -0.2733, 0.3411], [0.0570, -0.0085, -0.1514], [0.2543, -0.0117, 0.5230], [0.1171, 0.0161, 0.0522], [0.1048, 0.1517, 0.2416], [0.0065, -0.3188, 0.2775], [0.0286, 0.2081, 0.2205], [0.1347, 0.1675, -0.0604], [-0.1169, -0.0042, -0.2711], [-0.0879, -0.4221, -0.1706], [-0.2159, 0.2573, 0.1207], [0.0404, 0.2860, -0.2485], [0.3060, 0.0189, -0.1032], [0.2043, -0.1845, 0.1045], [-0.0729, -0.0731, 0.1667], [-0.2052, -0.2005, -0.1114], [-0.0487, -0.0887, 0.1126], [0.0616, 0.0994, 0.1783], [0.1854, 0.2305, 0.0284], [0.1003, 0.3275, -0.3730]],
  "lowdin_charge": [-0.091, -0.079, -0.071, 0.100, -0.107, -0.212, 0.097, -0.058, -0.050, -0.053, 0.106, -0.188, -0.045, 0.102, 0.057, 0.087, 0.102, 0.109, 0.080, 1.429, -0.457, -0.029, -0.036, 0.106, 0.088, 0.085, 0.103, 0.083, 0.079, -0.055, -0.388, 0.098, 0.104, -0.224, 0.074, -0.102, 0.140, -0.233, -0.068, 0.117, -0.072, 0.111, -0.082, 0.109, -0.074, 0.110, -0.045, 0.102, 0.118, 0.137, -0.418, 0.760, -0.330, -0.066, -0.061, -0.067, -0.083, -0.205, -0.322, -0.078, -0.067, -0.069, -0.070, -0.097, -0.309, -0.073, -0.072, -0.064, -0.066, -0.081, 0.108, 0.114, 0.110, 0.113, 0.093, 0.099, 0.111, 0.111, 0.111, 0.111, 0.089, 0.108, 0.110, 0.112, 0.121]
}

> Number 1 is which compound?

C40H40GeN4P2Pd